Molecular formula: C24H26N4S2SiV
Method: DFT, ωB97M-V/def2-TZVPD

The geometry in XYZ format:
```
58
Properties=species:S:1:pos:R:3:mulliken_charge:R:1
C 0.5758 1.9513 3.5067 -0.32
C 0.9661 2.0526 2.1227 -0.77
C -0.2263 2.2225 1.3397 -0.56
H 1.9742 2.0895 1.7260 0.65
C -1.3414 2.2281 2.2447 -1.03
C -0.8459 2.0663 3.5792 -0.24
H -1.4461 2.0383 4.4924 0.52
H 1.2486 1.8570 4.3549 0.55
H -0.2647 2.3407 0.2599 0.83
H -2.3762 2.3833 1.9628 0.96
V -0.3059 0.4945 2.3437 0.73
C 1.3465 -1.0814 -0.3165 -0.95
H 1.4059 0.0497 -0.6714 0.10
H 0.3784 -1.6069 -0.1076 0.43
H 1.7231 -0.9076 0.6951 0.12
Si -0.0207 0.0206 -1.9988 0.74
C 1.2877 -0.4459 -3.2909 0.05
C 2.2239 0.5934 -3.4151 0.05
H 2.0037 1.5599 -2.9522 0.44
C 3.4415 0.3838 -4.0784 -0.74
H 4.1570 1.1972 -4.1279 0.41
C 3.7320 -0.8469 -4.6689 -0.46
H 4.6745 -0.9987 -5.2096 0.42
C 2.7871 -1.8759 -4.5756 -0.52
H 3.0140 -2.8428 -5.0243 0.44
C 1.5529 -1.6832 -3.9157 -0.47
H 0.7904 -2.4692 -3.8479 0.42
C -1.3635 0.9973 -2.9270 0.56
C -1.1458 1.2132 -4.3093 -0.13
H -0.2496 0.7935 -4.7842 0.33
C -2.0705 1.9185 -5.1042 -0.65
H -1.8347 2.1601 -6.1433 0.39
C -3.2987 2.3437 -4.5864 -0.45
H -4.0006 2.9402 -5.1974 0.42
C -3.6032 1.9677 -3.2675 -0.58
H -4.6058 2.2263 -2.9165 0.37
C -2.6652 1.3044 -2.4406 -0.40
H -2.9111 0.9731 -1.4234 0.34
H 2.0170 -1.6950 -0.9313 0.46
H -0.5007 -1.3584 -1.5213 -0.14
N -3.6780 -0.3174 2.2240 -0.26
C -2.9387 -1.1784 2.9365 0.47
N -1.6145 -1.0665 3.1029 0.16
C -1.1134 -2.0200 4.0056 -0.16
C -2.0692 -2.9109 4.4599 -0.45
S -3.6327 -2.5148 3.8465 -0.07
C 0.3012 -1.9710 4.1922 -0.17
C 1.1472 -2.8138 4.8979 -0.41
S 2.7860 -2.3472 4.7068 -0.09
C 2.2794 -1.0372 3.6507 0.27
N 0.9596 -0.9797 3.4409 0.31
N 3.1999 -0.2148 3.1215 -0.21
H -4.6603 -0.5151 2.1475 0.24
H -3.2752 0.5511 1.8590 -0.02
H -1.8328 -3.7412 5.1119 0.42
H 0.8119 -3.6700 5.4689 0.44
H 4.1617 -0.4089 3.3759 0.24
H 2.9442 0.6009 2.5773 0.00
```

- E_HOMO (spin up / spin down): -16.2 / -16.2 eV
- Total charge: +3
- Frontier orbital gap (spin up / spin down): 0.1947 / 0.1948 Ha
- LUMO level (spin up / spin down): -10.94 / -10.94 eV

Molecular formula: C20H36F9NO8Si
Method: DFT, ωB97M-V/def2-TZVPD

The geometry in XYZ format:
```
75
Properties=species:S:1:pos:R:3:mulliken_charge:R:1
C 2.1593 -3.4260 4.3411 -1.12
C 3.3176 -3.1375 3.3801 -0.42
C 2.7923 -2.4634 2.0903 -0.17
Si 3.8240 -1.0137 1.5446 0.57
O 3.9292 0.0501 2.8138 -0.35
C 3.2546 1.2983 2.7501 -0.54
C 1.9871 1.2830 3.5826 -0.79
N 0.9644 0.4931 2.9323 0.11
C -0.2148 0.1997 3.7483 -0.90
C -1.4461 -0.0551 2.8729 1.40
C -1.9346 -1.4993 2.8762 -1.32
O -2.5489 0.7622 3.3099 -0.67
H 1.7140 -2.4754 4.6345 0.16
H 1.4095 -4.0093 3.8054 0.30
H 2.4769 -3.9809 5.2214 0.40
H 4.0297 -2.4785 3.8801 0.29
H 3.8133 -4.0754 3.1335 0.31
H 2.6677 -3.1990 1.2937 0.52
H 1.8042 -2.0447 2.2952 -0.22
H 3.1435 -0.3789 0.3882 -0.20
H 5.1697 -1.4313 1.1152 -0.33
H 3.9214 2.0630 3.1513 0.33
H 2.9759 1.5724 1.7285 0.36
H 2.2024 0.8619 4.5647 0.37
H 1.6917 2.3355 3.7235 0.42
H 0.7043 0.8792 2.0351 0.16
H 0.0046 -0.6864 4.3471 0.21
H -0.4159 1.0231 4.4422 0.35
H -1.2456 0.2242 1.8411 -0.36
H -1.1785 -2.1786 3.2624 0.28
H -2.8616 -1.5830 3.4396 0.41
H -2.1664 -1.8130 1.8588 0.16
H -2.3067 1.6759 3.1428 0.33
C -5.8035 -1.6697 -2.5357 -0.84
C -4.3950 -1.6427 -3.0841 -0.30
O -3.7017 -0.4392 -2.6819 -0.35
C -3.2079 -0.4347 -1.4580 0.41
O -3.2533 -1.3133 -0.6497 -0.52
C -2.4868 0.9029 -1.2009 0.88
F -3.2196 1.9438 -1.5983 -0.24
F -1.3266 0.9381 -1.8666 -0.28
F -2.2275 1.0445 0.0950 -0.26
H -6.3400 -0.7693 -2.8334 0.03
H -6.3356 -2.5420 -2.9145 0.40
H -5.7990 -1.7166 -1.4471 0.35
H -4.4021 -1.6088 -4.1710 0.34
H -3.8176 -2.5135 -2.7766 0.34
C 7.7654 -1.3865 0.2131 -1.01
C 9.2122 -1.7354 -0.0550 -0.42
O 9.5888 -1.4267 -1.4150 -0.31
C 9.8665 -0.1587 -1.6670 0.32
O 9.8488 0.7541 -0.8969 -0.51
C 10.2774 -0.0069 -3.1463 0.92
F 9.4337 -0.6544 -3.9524 -0.25
F 11.5021 -0.5127 -3.3303 -0.25
F 10.2945 1.2712 -3.4953 -0.24
H 7.1135 -1.8830 -0.5058 0.33
H 7.4845 -1.6997 1.2165 0.41
H 7.5966 -0.3136 0.1280 0.35
H 9.3769 -2.8057 0.0431 0.34
H 9.8858 -1.2248 0.6319 0.34
C -7.6173 5.2020 -4.8079 -1.12
C -8.9303 4.4574 -4.7154 -0.21
O -8.7303 3.0808 -4.3266 -0.33
C -8.5354 2.8658 -3.0366 0.24
O -8.5140 3.6756 -2.1599 -0.51
C -8.3712 1.3530 -2.7882 1.04
F -7.5260 0.8054 -3.6730 -0.29
F -9.5500 0.7357 -2.9085 -0.27
F -7.9020 1.1261 -1.5703 -0.24
H -6.9365 4.6897 -5.4880 0.31
H -7.7886 6.2120 -5.1780 0.37
H -7.1334 5.2688 -3.8345 0.32
H -9.4158 4.4049 -5.6869 0.32
H -9.6181 4.9340 -4.0185 0.32
```

- E_HOMO: -8.8 eV
- Total charge: 0
- SMILES: CCC[SiH2]OCCNC[C@@H](C)O.CCOC(=O)C(F)(F)F.CCOC(=O)C(F)(F)F.CCOC(=O)C(F)(F)F
- Frontier orbital gap: 0.3448 Ha
- LUMO level: 0.59 eV

no.,M (g/mol)
1,513.66
2,617.58